Entry 1:
140
Properties=species:S:1:pos:R:3 method="wB97M-V/def2-TZVPD" total_energy_ha=-2670.635557 e_homo_ev=-8.53 total_charge=0 de_lowest_kj_mol=162.3 homo_lumo_gap_ha=0.33616 max_force_ev_per_a=3.33
C 2.82455 -2.30151 -1.68743
O 2.07985 -3.47566 -1.49141
C 2.60973 -4.50605 -2.27611
C 1.92360 -5.77091 -1.89571
N 2.18231 -6.04487 -0.48348
C 1.29815 -7.15345 -0.01799
C 1.65542 -7.72973 1.31954
O 1.39508 -6.66550 2.24706
C 1.90984 -6.78348 3.54534
H 2.68647 -1.89856 -2.67596
H 3.90233 -2.46710 -1.53627
H 2.49763 -1.69473 -0.89389
H 3.67119 -4.61938 -2.13842
H 2.51091 -4.26768 -3.29079
H 2.18152 -6.75178 -2.49667
H 0.88216 -5.58923 -2.07893
H 1.84924 -5.19718 -0.03815
H 1.26669 -7.96833 -0.78301
H 0.24236 -6.81441 0.02938
H 2.69111 -7.97612 1.40326
H 1.02976 -8.61282 1.48009
H 1.37204 -7.35676 4.30036
H 1.75818 -5.83416 3.94193
H 2.96541 -7.01531 3.53197
C -3.71000 4.97107 -1.92306
O -3.11382 3.75249 -2.24728
C -1.68847 3.70987 -1.90467
C -1.36403 3.67349 -0.45325
N 0.04465 3.34079 -0.41335
C 0.54241 2.89025 0.94634
C -0.03154 1.55155 1.40046
O 0.37258 1.38346 2.74560
C 0.10677 0.09117 3.23570
H -4.77192 4.85874 -2.08085
H -3.27186 5.73779 -2.58779
H -3.56154 5.36180 -0.86132
H -1.15967 4.49570 -2.45247
H -1.42970 2.71525 -2.25338
H -1.88140 2.94467 0.13585
H -1.49094 4.69571 0.02975
H 0.66976 4.10442 -0.62638
H 0.32781 3.57478 1.71062
H 1.62829 2.75366 0.89872
H 0.39381 0.66494 0.83454
H -1.11438 1.47350 1.34466
H 0.54915 -0.70916 2.63370
H -0.94507 -0.11728 3.25838
H 0.52388 0.09184 4.23087
C -10.09143 -5.21031 -2.83585
O -8.75630 -4.90344 -2.47015
C -8.32250 -3.69480 -3.02355
C -6.88963 -3.52447 -2.57134
N -6.44137 -2.16526 -2.72034
C -6.91678 -1.29700 -1.63117
C -6.05197 -0.04367 -1.59686
O -4.68523 -0.45350 -1.23397
C -3.69472 0.54336 -1.39906
H -10.31702 -5.59721 -3.81817
H -10.65566 -4.27390 -2.71663
H -10.51093 -5.96434 -2.12823
H -8.97246 -2.86696 -2.76177
H -8.39369 -3.73424 -4.16688
H -6.28465 -4.25377 -3.14945
H -6.86058 -3.75871 -1.51017
H -5.49585 -2.03178 -2.86367
H -6.77769 -1.84523 -0.62884
H -7.93543 -0.99705 -1.81669
H -6.48244 0.56491 -0.72505
H -6.03847 0.69289 -2.45527
H -2.82611 0.10284 -0.97658
H -3.91537 1.43544 -0.82771
H -3.51659 0.78195 -2.45812
C -1.14985 8.19978 -2.13135
O 0.16121 7.70909 -1.90662
C 0.38959 7.24598 -0.48532
C 1.82244 7.00354 -0.22699
N 2.35772 5.75519 -0.83770
C 2.13561 5.54135 -2.25582
C 2.64104 4.16461 -2.68219
O 4.07312 4.07299 -2.44420
C 4.64038 2.79417 -2.66894
H -2.00868 7.51945 -1.86530
H -1.33400 8.48844 -3.18502
H -1.25381 9.12262 -1.52691
H -0.16405 6.33775 -0.34305
H -0.02034 8.05326 0.12213
H 2.01902 6.86441 0.81426
H 2.32820 7.89717 -0.56073
H 3.36178 5.65206 -0.67424
H 2.51302 6.35023 -2.94478
H 1.10644 5.53252 -2.47570
H 2.42907 3.88442 -3.71266
H 2.14092 3.32695 -2.17204
H 5.74422 2.84420 -2.51755
H 4.53924 2.56360 -3.76997
H 4.17799 1.98987 -2.04351
C 1.53744 2.93168 5.28078
O 2.09616 1.69196 5.46303
C 3.50121 1.51211 5.65589
C 3.61404 0.03950 5.94914
N 3.34303 -0.74404 4.67963
C 3.82284 -2.11468 4.74734
C 3.58474 -2.77651 3.41729
O 2.17315 -2.85167 3.24818
C 1.83755 -3.20783 1.87554
H 1.85630 3.58152 6.14814
H 0.49687 2.84286 5.38561
H 1.89663 3.40556 4.32852
H 3.88876 2.12044 6.55467
H 4.02119 1.88556 4.71003
H 2.84460 -0.18842 6.69455
H 4.62566 -0.08882 6.39436
H 2.33102 -0.75105 4.58800
H 3.36028 -2.79816 5.46964
H 4.90021 -2.05447 4.98480
H 4.12197 -3.76282 3.31063
H 3.89413 -2.16578 2.54252
H 2.34705 -4.14081 1.59689
H 2.19606 -2.37012 1.27582
H 0.73180 -3.26610 1.84738
N 2.85300 0.41994 0.89240
C 4.23927 0.51286 0.85261
N 4.89012 0.11533 2.02944
O 4.82534 0.92046 -0.13612
H 2.27638 0.48993 0.07292
H 2.28546 0.36629 1.71551
H 4.35707 0.07400 2.87776
H 5.89245 0.25132 2.10099
C -1.12049 -2.34665 -1.65320
O -0.30061 -2.80361 -2.68634
H -0.78078 -1.44471 -1.10749
H -2.04927 -2.15293 -2.09766
H -1.27691 -3.11690 -0.85660
H 0.47733 -3.01074 -2.13033
C 0.65062 0.71292 -2.77059
O 0.60503 0.76659 -1.31119
H -0.16425 1.28397 -3.29378
H 1.59474 1.00598 -3.13877
H 0.59629 -0.35821 -3.00017
H 0.29878 1.64910 -1.14419

***

Entry 2:
154
Properties=species:S:1:pos:R:3 method="wB97M-V/def2-TZVPD" total_energy_ha=-4249.102673 e_homo_ev=-10.32 total_charge=+1 de_lowest_kj_mol=340.7 homo_lumo_gap_ha=0.24910 max_force_ev_per_a=6.42
Sr -0.46186 -3.35716 -0.96049
C -2.23269 0.27123 1.09143
F -3.03654 1.39169 1.03522
F -1.17693 0.54293 1.84180
F -2.91957 -0.76496 1.53336
S -1.62023 -0.09945 -0.67588
O -2.53405 -1.05287 -1.25929
O -1.54281 1.19333 -1.35638
N -0.14246 -1.03300 -0.43934
S 0.94321 0.10501 -0.55012
O 1.44181 0.33780 -1.93536
O 0.64176 1.36471 0.16753
C 2.39508 -0.70277 0.48414
F 1.92691 -0.84239 1.70454
F 2.77301 -1.88164 -0.05628
F 3.45531 0.17890 0.51010
C 3.60924 3.60050 -0.68621
O 2.60529 4.00726 0.26212
H 4.08341 4.45576 -1.16766
H 4.47484 3.08537 -0.26972
H 3.16506 2.98114 -1.46544
H 1.71189 3.83652 -0.04494
C -5.76931 -2.20689 -1.81907
O -5.54354 -3.35896 -1.10004
H -4.90618 -2.01805 -2.45738
H -6.60194 -2.33318 -2.51108
H -5.96067 -1.38260 -1.13203
H -6.26665 -3.89484 -1.43400
C -2.99199 3.94681 3.94736
O -3.01117 5.38365 3.90237
H -4.03661 3.63686 3.97576
H -2.58509 3.49481 3.04279
H -2.56013 3.54790 4.86522
H -3.80564 5.65714 3.43802
C 1.44173 1.35513 4.38353
C 2.15784 2.32327 3.41655
O 2.61721 3.40141 4.27999
H 1.16059 0.41585 3.90729
H 0.58446 1.79065 4.89687
H 2.11009 1.12879 5.21428
H 1.42850 2.69141 2.69500
H 2.96616 1.83854 2.86906
H 2.79666 4.17868 3.74590
C -3.70228 1.97249 -4.00557
C -4.97537 2.10474 -3.16179
O -5.50645 3.32440 -3.39150
H -3.08616 2.82259 -3.71259
H -3.82040 2.09881 -5.08177
H -3.25679 1.02282 -3.70934
H -4.82166 1.95736 -2.09280
H -5.71588 1.35788 -3.44809
H -6.28993 3.32316 -2.83673
C -3.92775 -4.90693 -3.91520
C -2.63617 -4.32158 -3.31111
C -2.28225 -2.91207 -3.83170
O -1.02578 -2.49769 -3.38790
C -0.44919 -1.43700 -4.11133
N -2.81149 -4.28978 -1.85064
H -4.00618 -5.97389 -3.70653
H -3.87500 -4.93264 -5.00362
H -4.89476 -4.51587 -3.59887
H -1.78797 -4.94878 -3.58547
H -3.04822 -2.15221 -3.67674
H -2.25906 -2.97641 -4.91956
H 0.53305 -1.18306 -3.71280
H -1.10719 -0.57555 -3.99710
H -0.36655 -1.70221 -5.16534
H -3.66604 -3.85492 -1.53325
H -3.07534 -5.25314 -1.70093
C -5.89945 -0.47937 2.68175
C -5.11404 -0.81032 3.99922
C -5.49699 -0.05930 5.27064
O -5.17116 1.33676 5.11734
C -5.44199 2.08844 6.28397
N -5.28677 -2.25429 4.22845
H -5.44213 -0.86934 1.77242
H -5.78497 0.60195 2.60600
H -6.95330 -0.70921 2.83880
H -4.06905 -0.65497 3.73094
H -5.05585 -0.44624 6.18921
H -6.56305 -0.20948 5.44110
H -6.47802 1.98091 6.60520
H -5.24820 3.13506 6.04919
H -4.79315 1.80126 7.11139
H -4.77119 -2.66561 3.46353
H -4.78258 -2.56202 5.04771
C -0.21732 5.82052 0.99008
C -0.85467 4.54680 0.37477
C -2.39600 4.72940 0.06219
O -2.64934 5.96607 -0.60994
C -4.00812 6.25745 -0.84490
N -0.14270 4.25173 -0.85203
H 0.78596 5.63802 1.37508
H -0.82046 6.23126 1.79978
H -0.10893 6.59748 0.23332
H -0.77372 3.72593 1.08732
H -2.99251 4.66585 0.97226
H -2.74380 3.94101 -0.60533
H -4.59878 6.27068 0.07109
H -4.40639 5.50216 -1.52241
H -3.94955 7.23518 -1.32314
H -0.20475 5.03902 -1.48166
H -0.53684 3.44065 -1.30689
C 4.77974 0.34321 -3.08805
C 4.39410 1.47333 -4.05779
C 4.73414 1.20061 -5.57512
O 6.13596 0.97177 -5.76410
C 6.47904 0.69145 -7.13678
N 3.00861 1.83709 -3.91860
H 4.84066 0.71870 -2.06659
H 5.76971 -0.08349 -3.24928
H 4.12010 -0.50476 -3.27224
H 4.92884 2.40521 -3.87406
H 4.43916 1.99985 -6.25504
H 4.12556 0.34741 -5.87474
H 5.92060 -0.16195 -7.52142
H 7.53639 0.42692 -7.14849
H 6.39570 1.50869 -7.85321
H 2.57018 1.33555 -3.15943
H 2.52103 1.49383 -4.73379
C 10.44361 -2.46293 1.60658
C 8.95881 -2.91552 1.40527
C 8.44307 -2.88349 -0.07138
O 7.18026 -3.40824 -0.23905
C 6.06378 -2.64775 0.23317
N 8.73471 -4.22669 2.03090
H 10.68497 -2.44686 2.66940
H 10.66569 -1.46214 1.23618
H 11.11952 -3.16875 1.12382
H 8.38379 -2.19787 1.99045
H 9.11811 -3.44532 -0.71695
H 8.50443 -1.88108 -0.49505
H 6.14332 -2.26561 1.25089
H 5.10821 -3.16963 0.18183
H 5.94809 -1.78059 -0.41701
H 7.73504 -4.31113 1.91414
H 9.12604 -4.88334 1.37077
C -1.58606 -3.06649 3.63033
C -0.79746 -2.96103 2.32608
C 0.47873 -3.79537 2.46057
O 1.07155 -4.11380 1.15623
C 2.27768 -4.81246 1.23899
N -1.62907 -3.47276 1.29449
H -2.26788 -3.90546 3.76937
H -2.15602 -2.16404 3.85129
H -0.95919 -3.20741 4.51082
H -0.44275 -1.96040 2.07905
H 0.20612 -4.72541 2.95938
H 1.17991 -3.30455 3.13552
H 2.17187 -5.76905 1.75068
H 3.07154 -4.31738 1.79826
H 2.57646 -5.09898 0.23065
H -1.66807 -4.47565 1.40759
H -2.54098 -3.14380 1.57786